Entry 1:
C19H32AsF5N6OS2Sn | ωB97M-V with the def2-TZVPD basis set

```
67
Properties=species:S:1:pos:R:3:nbo_charge:R:1
Sn 0.35699 0.80016 -0.23321 0.9049
N 2.79312 4.05537 1.74608 -0.7575
C 2.80562 2.86200 1.12763 0.3144
S 2.05071 2.82868 -0.44161 -0.3117
N 3.35311 1.91157 1.85670 -0.4049
N 3.70152 0.72364 1.35331 0.1941
C 4.17362 -0.28328 2.03571 0.0699
C 4.51518 -1.32257 1.13060 -0.1199
C 5.06934 -2.60314 1.24399 -0.1622
C 5.30197 -3.29193 0.07647 -0.2109
C 5.00055 -2.72824 -1.17955 -0.1498
C 4.44740 -1.46932 -1.30857 -0.2596
C 4.21792 -0.80078 -0.11756 0.2862
O 3.70482 0.45886 -0.00266 -0.2404
H 2.46612 4.85754 1.23781 0.4149
H 3.32770 4.18074 2.59076 0.4178
H 4.26444 -0.20115 3.10661 0.2687
H 5.30882 -3.02815 2.20904 0.2416
H 5.73856 -4.27997 0.11846 0.2431
H 5.22647 -3.29266 -2.07448 0.2399
H 4.23383 -1.01956 -2.26816 0.2516
N -2.97987 -2.29594 -2.99847 -0.6702
C -2.23553 -2.51305 -1.69987 -0.0568
C -3.20008 -2.67347 -0.53771 -0.4373
C -2.37965 -2.57457 0.75275 -0.0393
N -1.89065 -1.18887 0.87872 -0.8498
C -1.25231 -3.61868 0.73316 -0.4211
C -0.41995 -3.72820 -0.55315 -0.0417
N 0.53144 -2.61623 -0.66577 -0.8452
C -1.31829 -3.71685 -1.79518 -0.4258
H -3.58863 -1.47650 -2.92626 0.4491
H -3.55439 -3.10605 -3.24338 0.4379
H -2.32482 -2.12102 -3.76454 0.4462
H -1.63432 -1.62176 -1.54349 0.2616
H -3.68377 -3.65355 -0.58449 0.2268
H -3.98304 -1.90800 -0.54172 0.2192
H -3.03476 -2.82475 1.59158 0.2039
H -1.44020 -1.06562 1.78050 0.3797
H -2.68731 -0.55766 0.90160 0.3703
H -1.71421 -4.59328 0.90793 0.2319
H -0.58213 -3.43954 1.57866 0.2238
H 0.08902 -4.69683 -0.52738 0.1986
H 1.10951 -2.74334 -1.49180 0.3638
H 1.17003 -2.62690 0.12270 0.3706
H -1.90295 -4.64122 -1.83423 0.2240
H -0.69353 -3.67639 -2.69362 0.2174
F -0.00633 2.71064 -2.63866 -0.3328
C -0.82927 1.97413 -1.84323 0.2381
F -1.75525 2.85592 -1.31615 -0.3730
C -1.64085 1.08402 -2.79697 0.8941
F -2.70983 0.55938 -2.14632 -0.3480
F -2.08734 1.68939 -3.87826 -0.2847
F -0.89632 0.02593 -3.19617 -0.3379
C -3.58376 3.73988 0.95566 -0.9629
As -1.78938 3.82983 1.61540 1.5090
C -0.79627 5.15685 0.66205 -0.9592
C -1.96467 4.49226 3.40482 -0.9616
S -0.80725 1.93788 1.84259 -0.6867
H -4.02094 4.73225 1.06731 0.2578
H -4.13143 3.02910 1.57039 0.2562
H -3.60301 3.44210 -0.08697 0.2666
H -1.41125 6.05522 0.60719 0.2584
H -0.54171 4.81020 -0.33441 0.2753
H 0.10318 5.36084 1.23727 0.2465
H -2.50891 5.43611 3.39633 0.2563
H -0.97220 4.63952 3.82465 0.2593
H -2.50462 3.75900 3.99958 0.2615
```

Summary:
E_tot (hartree): -4892.23323
E_LUMO (Ha): -0.1926
Gap between HOMO and LUMO (eV): 7.53
Multiplicity: 1
Highest occupied orbital energy (eV): -12.77
Net charge: +2

Entry 2:
C19H32CaClCsF7KNO12P2 | ωB97M-V with the def2-TZVPD basis set

```
77
Properties=species:S:1:pos:R:3:lowdin_charge:R:1
C -1.38526 -6.96620 -3.89458 -0.0464
C -2.71950 -6.06596 -3.79090 -0.1669
C -2.77833 -4.83108 -4.73838 0.0212
C -4.03828 -3.91458 -4.64382 -0.0495
C -4.11299 -2.59483 -5.58744 -0.3716
O -5.13563 -2.55245 -6.41258 -0.0614
O -3.10606 -1.53225 -5.58236 -0.1523
C -3.12517 -0.74012 -4.34923 -0.3652
C -1.71011 -0.79739 -3.60108 -0.0573
F -4.23611 -1.03425 -3.44251 -0.1535
C -5.23394 -4.27900 -3.63056 -0.2751
P -6.73965 -3.13909 -3.62460 0.8512
C -7.18626 -2.50637 -1.89561 -0.2941
C -8.16009 -4.09118 -4.43987 -0.2857
C -5.04343 -5.55166 -2.78381 0.0028
N -3.82144 -6.36853 -2.88472 0.0466
H -0.55346 -6.62932 -3.18990 0.0970
H -1.70034 -8.05522 -3.76128 0.0902
H -1.00743 -6.86581 -4.97786 0.0923
H -1.93060 -4.61161 -5.47461 0.0880
H -3.26283 0.38454 -4.68581 0.1491
H -0.84335 -0.88221 -4.36277 -0.1955
H -1.64550 -1.66340 -2.83272 0.1434
H -1.52193 0.18234 -3.01064 0.1239
H -8.21572 -2.95244 -1.62710 0.0520
H -6.38376 -2.71616 -1.10349 0.0602
H -7.33136 -1.36171 -1.99265 0.0445
H -8.80891 -4.58287 -3.63822 0.0477
H -7.71728 -4.89749 -5.14186 0.0662
H -8.75424 -3.34586 -5.06807 0.0460
H -5.87255 -5.87747 -2.06957 0.1337
H -3.80460 -7.19217 -2.25489 0.1557
F -1.58221 2.58422 0.14218 -0.1842
P -0.21669 2.22405 -0.62731 0.1988
F -1.07365 3.07303 -1.69542 -0.1961
F 1.06128 3.05738 -1.14276 -0.1882
F 0.54094 2.65754 0.71999 -0.1667
F 0.10002 1.20974 -1.83599 -0.2141
F -0.35120 0.76438 0.02921 -0.1850
C 4.59737 -0.72063 4.57181 -0.1067
O 3.95095 0.37292 5.20798 -0.1891
C 4.04647 1.57584 4.44978 -0.1900
C 2.74879 1.86394 3.70023 -0.1907
O 2.51232 0.89670 2.68423 -0.2062
C 1.54522 -0.06758 3.07273 -0.1039
H 4.30007 -1.63772 5.08421 0.0877
H 4.31531 -0.80327 3.51933 0.0862
H 5.68331 -0.60813 4.65649 0.0873
H 4.89556 1.53461 3.75856 0.1267
H 4.22932 2.38874 5.15992 0.1002
H 2.83952 2.83556 3.20041 0.1218
H 1.89912 1.91808 4.39311 0.1291
H 0.54644 0.37776 3.04652 0.0919
H 1.74647 -0.46425 4.07207 0.0810
H 1.58136 -0.89190 2.35936 0.0871
O 2.22218 0.35014 -0.07537 -0.3351
Cl 3.44285 0.59294 -0.79322 0.6546
O 3.17493 0.61063 -2.21743 -0.3819
O 4.39796 -0.44922 -0.49279 -0.3418
O 3.99481 1.88016 -0.39241 -0.8509
K -5.45979 -0.16331 -5.13375 0.9722
C 4.76849 4.45615 7.19691 -0.0273
C 5.90130 5.12695 6.46612 -0.4994
O 6.99394 4.59962 6.37214 0.0656
C 5.62945 6.47650 5.85553 -0.0265
H 5.10754 3.49260 7.58386 0.0884
H 4.44806 5.07735 8.03619 0.0873
H 3.93435 4.28484 6.51304 0.0752
H 5.34715 7.18725 6.63536 0.0922
H 4.83405 6.39429 5.11217 0.0653
H 6.53400 6.83930 5.36203 0.0866
Ca 0.18142 -1.56767 -5.23752 1.1588
C 4.35744 8.68299 2.99219 -0.8985
O 3.52315 9.04536 3.80986 0.2760
O 4.77450 7.51654 2.86026 0.2956
O 4.91965 9.42380 2.16425 0.3297
Cs 4.94260 4.03359 -0.65057 1.1996
```

Summary:
E_tot (hartree): -4839.42614
E_LUMO (Ha): -0.2430
Gap between HOMO and LUMO (eV): 1.56
Multiplicity: 1
Highest occupied orbital energy (eV): -8.18
Net charge: +1

Entry 3:
C19H32N3O3RuSSi2 | ωB97M-V with the def2-TZVPD basis set

```
61
Properties=species:S:1:pos:R:3:mulliken_spin:R:1
Ru 0.20155 -0.59918 -0.43426 0.9883
C -1.60958 2.97138 3.29574 -0.0002
N -2.15983 1.63675 3.13094 -0.0002
C -2.81203 1.04877 4.28409 0.0000
C -1.82968 0.92209 2.03023 -0.0063
O -1.14295 1.36700 1.12586 0.0075
C -2.32114 -0.52720 1.97366 -0.0054
O -2.07008 -1.11051 0.72184 -0.0075
C -3.10169 -1.05848 -0.23766 -0.0004
C -2.68866 -0.22834 -1.45249 -0.0050
O -1.61773 0.38098 -1.45608 -0.0001
N -3.52636 -0.22300 -2.49970 -0.0003
C -3.06586 0.34903 -3.75669 0.0002
C -4.63603 -1.15661 -2.59245 0.0010
H -2.41047 3.67607 3.52514 -0.0001
H -0.87742 2.98998 4.10625 0.0000
H -1.11844 3.26281 2.37307 0.0002
H -3.17729 1.85452 4.91841 0.0000
H -3.67345 0.44615 3.99979 0.0001
H -2.12737 0.43554 4.87759 0.0000
H -1.76502 -1.10818 2.71570 0.0021
H -3.38215 -0.60643 2.22891 -0.0005
H -3.29422 -2.08036 -0.57455 0.0011
H -4.02917 -0.65818 0.18533 -0.0004
H -2.25869 1.04582 -3.55692 -0.0001
H -2.69883 -0.44422 -4.41206 0.0000
H -3.89295 0.86914 -4.23938 0.0000
H -4.27560 -2.17060 -2.78499 -0.0004
H -5.24502 -1.14199 -1.68974 -0.0001
H -5.27225 -0.84827 -3.41957 0.0001
C 2.02847 -1.91187 2.36682 -0.0018
Si 1.86659 -0.42453 1.17564 -0.0532
C 1.63245 1.09489 2.30724 -0.0091
C 3.57889 -0.21889 0.35633 -0.0114
C 4.79746 -0.20679 1.03578 -0.0001
C 5.99822 -0.11438 0.35299 -0.0008
C 6.00051 -0.03466 -1.03546 0.0002
C 4.79863 -0.03264 -1.72228 -0.0039
C 3.58538 -0.11175 -1.03684 0.0216
Si 1.87643 -0.04287 -1.82939 -0.0622
C 1.89967 -0.93536 -3.49781 0.0052
C 1.34592 1.77436 -2.08053 0.0327
H 3.00767 -1.92700 2.85242 0.0003
H 1.91062 -2.86584 1.85042 -0.0017
H 1.28037 -1.87639 3.16314 -0.0006
H 2.56548 1.24099 2.86176 -0.0004
H 0.83390 0.95260 3.03674 0.0005
H 1.42347 2.00628 1.74968 -0.0004
H 4.81904 -0.28558 2.11832 -0.0001
H 6.93578 -0.11535 0.89549 0.0000
H 6.93708 0.02364 -1.57611 0.0001
H 4.81083 0.02941 -2.80565 0.0001
H 2.47245 -0.34398 -4.21913 -0.0009
H 0.89621 -1.07171 -3.90223 -0.0016
H 2.36861 -1.91582 -3.41357 0.0000
H 2.23334 2.39765 -2.20843 0.0010
H 0.78749 2.18197 -1.23195 -0.0051
H 0.71139 1.87983 -2.96111 0.0010
S 0.57084 -2.72668 -0.57886 0.1012
C -0.63655 -2.90257 -1.79862 -0.0008
N -1.45824 -2.81148 -2.61082 0.0166
```

Summary:
E_tot (hartree): -2205.27544
E_LUMO (alpha / beta) (Ha): 0.0094 / 0.0095
Gap between HOMO and LUMO (alpha / beta) (eV): 7.97 / 7.85
Multiplicity: 2
Expectation value of S²: 0.76
Highest occupied orbital energy (alpha / beta) (eV): -7.71 / -7.59

> Which of these has the highest E_tot?

C19H32N3O3RuSSi2

> Which of these has the lowest E_tot?

C19H32AsF5N6OS2Sn